(1)
# C36H29F5NP2RuSTe

A molecular structure, C36H29F5NP2RuSTe (the ωB97M-V functional and the def2-TZVPD basis, the Open Molecules 2025 dataset).

Gap between HOMO and LUMO (alpha / beta) = 8.042 / 5.703 eV
LUMO (alpha / beta) = -0.090 / -0.192 Eh
Max |F| = 0.01577 Eh/bohr

The geometry in ORCA input format:
```
! wB97M-V def2-TZVPD RIJCOSX def2/J DEFGRID3
* xyz 1 5
Ru 1.2405 -0.4691 0.4095
C -0.0820 -1.9846 2.9277
P -0.4064 -2.0882 1.1300
C -0.3975 -3.8467 0.6947
C 0.7168 -4.4198 0.0847
C 0.7249 -5.7753 -0.2277
C -0.3807 -6.5592 0.0657
C -1.4951 -5.9931 0.6735
C -1.5077 -4.6420 0.9845
C -2.1244 -1.5759 0.8918
C -3.0023 -1.3239 1.9405
C -4.3088 -0.9266 1.6722
C -4.7395 -0.7851 0.3610
C -3.8647 -1.0393 -0.6897
C -2.5629 -1.4267 -0.4211
C 0.1961 -0.5450 3.2147
C -0.0508 0.3003 4.2347
C 0.4952 1.6069 3.8704
C 1.0590 1.4877 2.6555
C 1.7053 2.4191 1.6803
P 0.9713 1.8869 0.0747
C -0.6427 2.7000 0.1323
C -0.7284 4.0787 -0.0657
C -1.9471 4.7225 0.0734
C -3.0851 3.9967 0.4134
C -3.0014 2.6285 0.6230
C -1.7801 1.9773 0.4803
C 1.9322 2.5822 -1.2869
C 3.3185 2.4143 -1.2515
C 4.0962 2.7767 -2.3415
C 3.4944 3.2989 -3.4786
C 2.1159 3.4622 -3.5248
C 1.3323 3.1036 -2.4340
N 0.8784 0.1692 2.2196
H 0.8001 -2.6080 3.0948
H -0.8915 -2.3920 3.5277
H 1.5874 -3.8175 -0.1328
H 1.5975 -6.2160 -0.6950
H -0.3778 -7.6143 -0.1821
H -2.3592 -6.6047 0.9002
H -2.3871 -4.2066 1.4468
H -2.6784 -1.4198 2.9695
H -4.9899 -0.7334 2.4919
H -5.7574 -0.4764 0.1568
H -4.1985 -0.9357 -1.7153
H -1.8848 -1.6363 -1.2372
H -0.5502 0.0482 5.1618
H 0.4616 2.5071 4.4690
H 2.7857 2.2951 1.6568
H 1.4713 3.4627 1.8678
H 0.1557 4.6527 -0.3175
H -2.0099 5.7936 -0.0777
H -4.0378 4.5040 0.5146
H -3.8830 2.0618 0.9014
H -1.7140 0.9088 0.6513
H 3.7961 1.9907 -0.3728
H 5.1715 2.6521 -2.3019
H 4.1022 3.5821 -4.3292
H 1.6468 3.8752 -4.4105
H 0.2597 3.2383 -2.4764
Te 1.7039 -1.1940 -2.0656
C 0.4068 -0.2672 -3.3452
C 0.6410 -0.1193 -4.6920
C -0.4036 0.5832 -5.3492
C -1.4047 0.9435 -4.4927
S -1.0904 0.4384 -2.8978
H 1.5319 -0.4947 -5.1840
H -0.4100 0.8123 -6.4079
H -2.3183 1.4733 -4.7297
F 3.2477 -2.5013 0.8145
C 3.2698 -1.1197 0.8899
F 4.1754 -0.6990 -0.0509
C 3.9359 -0.8166 2.2388
F 3.1918 -1.2626 3.2507
F 5.1273 -1.4044 2.3039
F 4.1098 0.5055 2.3685
*
```

***

(2)
# C36H30BrIrN10O3

A molecular structure, C36H30BrIrN10O3 (the ωB97M-V functional and the def2-TZVPD basis, the Open Molecules 2025 dataset).

Gap between HOMO and LUMO = 5.920 eV
LUMO = -0.255 Eh
Max |F| = 0.01529 Eh/bohr

The geometry in ORCA input format:
```
! wB97M-V def2-TZVPD RIJCOSX def2/J DEFGRID3
* xyz 2 1
Ir -0.0741 -0.0188 -0.0858
O 2.5482 4.3100 1.6213
C 1.2544 4.7374 1.5452
C 0.9153 6.0828 1.6305
C -0.4105 6.4664 1.5446
C -1.4142 5.5191 1.3708
C -1.0713 4.1838 1.2888
C 0.2576 3.7774 1.3835
C 0.6239 2.3279 1.2779
O 0.4227 1.8556 -0.0452
N -0.2232 1.5395 2.1932
N -0.3522 0.2269 1.8802
C -0.7873 -0.6667 2.6944
C -1.0310 -2.0411 2.3059
Br -0.9641 -2.3980 0.4082
C -1.2307 -3.0327 3.1828
C -1.4598 -4.4552 2.9445
C -0.7991 -5.3699 3.7689
C -0.9493 -6.7287 3.5572
C -1.7934 -7.1847 2.5532
C -2.4948 -6.2820 1.7651
C -2.3258 -4.9208 1.9519
H 3.1347 5.0676 1.7240
H 1.6931 6.8264 1.7599
H -0.6635 7.5156 1.6160
H -2.4482 5.8254 1.3023
H -1.8407 3.4343 1.1480
H 1.6774 2.2017 1.5507
H -0.2691 1.7924 3.1716
H -0.9955 -0.3920 3.7245
H -1.1710 -2.7257 4.2251
H -0.1600 -5.0137 4.5677
H -0.4228 -7.4331 4.1862
H -1.9216 -8.2475 2.3986
H -3.1882 -6.6401 1.0166
H -2.9145 -4.2254 1.3681
C 0.1656 -0.1392 -5.7287
N -0.2436 -0.2554 -4.3199
C 0.3869 0.1390 -3.2267
N -0.3191 -0.2405 -2.1589
C -1.3890 -0.9057 -2.7010
N -1.3674 -0.9251 -4.0016
C 0.8072 -1.4115 -6.2193
C 0.2983 -2.0920 -7.3162
C 0.9119 -3.2601 -7.7561
C 2.0184 -3.7642 -7.0950
C 2.5209 -3.0853 -5.9873
C 1.9199 -1.9093 -5.5623
C 3.6670 -3.6009 -5.2460
N 4.3811 -4.6497 -5.4467
N 5.3233 -4.6845 -4.4257
C 5.1006 -3.6546 -3.6912
O 4.0602 -2.9105 -4.1446
C 5.7628 -3.2123 -2.4684
C 6.8172 -3.9424 -1.9249
C 7.4071 -3.5129 -0.7493
C 6.9446 -2.3714 -0.1045
C 5.8979 -1.6411 -0.6497
C 5.3818 -0.4061 0.0434
N 3.9476 -0.5275 0.3573
C 2.9008 -0.0929 -0.3225
N 1.7987 -0.5371 0.2864
C 2.2598 -1.2706 1.3471
N 3.5584 -1.2818 1.4034
C 5.3156 -2.0607 -1.8349
H 0.8415 0.7141 -5.7885
H -0.7352 0.0911 -6.2919
H 1.2808 0.7392 -3.2202
H -2.1921 -1.3321 -2.1229
H -0.5747 -1.7135 -7.8332
H 0.5151 -3.7827 -8.6153
H 2.4987 -4.6768 -7.4211
H 2.3358 -1.3848 -4.7100
H 7.1592 -4.8358 -2.4296
H 8.2270 -4.0742 -0.3230
H 7.4044 -2.0524 0.8226
H 5.4975 0.4945 -0.5600
H 5.8858 -0.2549 0.9949
H 2.9407 0.5673 -1.1713
H 1.6286 -1.7825 2.0521
H 4.5063 -1.4956 -2.2828
*
```

***

(3)
# C36H30IN4O4

3 unconnected molecules or ions with the total composition C36H30IN4O4 in a non-equilibrium geometry (the ωB97M-V functional and the def2-TZVPD basis, the Open Molecules 2025 dataset).

Gap between HOMO and LUMO = 7.810 eV
LUMO = -0.104 Eh
Max |F| = 0.03256 Eh/bohr

The geometry in ORCA input format:
```
! wB97M-V def2-TZVPD RIJCOSX def2/J DEFGRID3
* xyz 1 1
C 2.5622 2.1084 -5.5993
C 3.0705 2.7936 -6.6316
C 2.3414 3.7760 -7.5314
C 1.1016 4.3328 -6.9483
N 0.1148 3.6119 -6.4444
C -0.8395 4.4773 -6.0646
N -2.0218 4.1993 -5.5323
C -2.6739 2.9304 -5.1527
I -1.7812 1.0965 -5.7223
C -4.1239 3.0360 -5.6747
C -4.9464 1.7494 -5.6874
N -0.4193 5.7430 -6.3172
N 0.8205 5.6388 -6.8799
H 1.6004 1.6070 -5.6302
H 3.1029 2.0429 -4.6605
H 4.1175 2.6612 -6.8910
H 2.0199 3.2810 -8.4602
H 3.0493 4.5433 -7.8385
H -2.5873 5.0024 -5.2977
H -2.7584 2.9170 -4.0663
H -4.0695 3.4301 -6.6933
H -4.6600 3.7778 -5.0745
H -4.7994 1.1576 -4.7847
H -4.7815 1.1576 -6.5825
H -6.0010 2.0300 -5.7069
H -0.8664 6.6274 -6.1397
H 1.3722 6.4273 -7.1768
C -4.5729 -0.6504 2.8564
C -5.2497 -0.0090 1.8252
C -4.5700 0.3806 0.6832
C -3.2064 0.1387 0.5711
C -2.5230 -0.4889 1.6173
C -3.2124 -0.8897 2.7542
C -1.0537 -0.7238 1.5466
O -0.4586 -1.2717 2.4484
C -0.3297 -0.2553 0.3300
C 1.0496 -0.4094 0.2546
C 1.7311 0.0111 -0.8763
C 1.0366 0.5791 -1.9404
C -0.3359 0.7370 -1.8631
C -1.0211 0.3302 -0.7285
C -2.4953 0.5490 -0.6687
O -3.0875 1.0534 -1.6046
H -5.1081 -0.9602 3.7441
H -6.3103 0.1854 1.9134
H -5.0887 0.8753 -0.1263
H -2.6755 -1.3827 3.5531
H 1.5790 -0.8559 1.0859
H 2.8054 -0.1070 -0.9311
H 1.5690 0.8969 -2.8278
H -0.8973 1.1726 -2.6759
C 2.7701 -2.5290 9.9495
C 3.6658 -3.5895 10.0342
C 3.9612 -4.3415 8.9100
C 3.3538 -4.0423 7.6965
C 2.4395 -2.9904 7.6158
C 2.1579 -2.2301 8.7443
C 1.7407 -2.6739 6.3367
O 0.9509 -1.7561 6.2657
C 2.0392 -3.5273 5.1507
C 1.3630 -3.2873 3.9600
C 1.6365 -4.0626 2.8459
C 2.5899 -5.0735 2.9109
C 3.2629 -5.3183 4.0959
C 2.9848 -4.5524 5.2215
C 3.6997 -4.8546 6.4951
O 4.5317 -5.7344 6.5520
H 2.5470 -1.9380 10.8282
H 4.1348 -3.8276 10.9798
H 4.6599 -5.1651 8.9622
H 1.4562 -1.4110 8.6675
H 0.6246 -2.5019 3.9059
H 1.1036 -3.8765 1.9216
H 2.8048 -5.6739 2.0363
H 4.0032 -6.1038 4.1614
*
```

***

(4)
# C36H30IrN9Sb

A molecular structure, C36H30IrN9Sb in a non-equilibrium geometry (the ωB97M-V functional and the def2-TZVPD basis, the Open Molecules 2025 dataset).

Gap between HOMO and LUMO (alpha / beta) = 7.262 / 5.560 eV
Energy relative to the best compared isomer or geometry (same formula, charge and spin) = 96.8 kJ/mol
LUMO (alpha / beta) = -0.439 / -0.501 Eh
Max |F| = 0.04085 Eh/bohr

The geometry in ORCA input format:
```
! wB97M-V def2-TZVPD RIJCOSX def2/J DEFGRID3
* xyz 4 2
Ir 0.6305 -0.9707 0.4578
C 3.9762 -2.1397 -2.0975
C 3.2470 -2.0121 -0.7694
N 2.6036 -0.9967 -0.4205
C 2.6718 0.2026 -1.2739
C 3.2961 0.0141 -2.6808
N 3.9163 -1.2688 -3.0031
C 0.4500 1.4790 -1.2739
C -0.0939 2.6375 -1.7849
C -1.0984 3.2976 -1.0615
C -1.6561 2.6253 0.0243
C -1.0835 1.4478 0.4620
N 0.0662 1.0146 -0.0752
C -1.1429 0.2889 2.7786
C -2.6110 0.1329 3.2915
N -3.0026 -1.1500 3.8734
C -2.1423 -2.0700 3.9453
C -0.7286 -1.9414 3.3819
N -0.2834 -0.9018 2.8323
C -1.6360 4.6412 -1.5029
C -2.7414 5.2091 -0.8571
C -3.2196 6.4493 -1.2466
N -2.5418 6.9828 -2.2368
C -1.4978 6.5878 -2.9293
C -1.0151 5.3480 -2.5397
H 4.4981 -3.0729 -2.3094
H 3.2131 -2.8847 -0.1131
H 4.0281 0.7874 -2.8973
H 0.2362 2.9854 -2.7573
H -2.5512 2.9872 0.5147
H -2.8908 0.9241 3.9813
H -2.4312 -3.0116 4.4157
H -0.0664 -2.8140 3.4286
H -3.2696 4.7319 -0.0434
H -4.0708 6.9632 -0.8023
H -1.0817 7.2025 -3.7256
H -0.1417 4.9921 -3.0684
C 2.4463 -2.5585 2.5943
C 1.6382 -3.5003 1.7462
C 1.7552 -4.8765 1.8997
C 1.0281 -5.7380 1.1030
C 0.1664 -5.2092 0.1427
C 0.0619 -3.8412 0.0127
N 0.7888 -2.9954 0.8060
Sb -1.3834 -3.1552 -1.4345
C 0.0703 -1.7492 -2.4107
C 0.4905 -1.7203 -3.8160
C 1.3130 -0.7450 -4.2307
C 1.8874 0.3236 -3.3355
C 1.2747 0.3857 -1.9257
C 3.2475 1.3833 -0.5199
N 0.4181 -0.8047 -1.6052
C -2.1758 -1.6141 -0.0015
C -3.6124 -1.4630 0.2400
C -4.0384 -0.5870 1.1598
C -3.1215 0.3952 1.8247
C -1.6776 0.3811 1.3518
C -0.4152 1.5000 3.3178
N -1.3279 -0.8803 0.6327
H 3.0438 -3.1133 3.3149
H 3.1364 -1.9619 1.9901
H 1.8077 -1.8626 3.1409
H 2.4331 -5.2620 2.6514
H 1.1224 -6.8121 1.2245
H -0.4151 -5.8695 -0.4902
H 0.1164 -2.4666 -4.5042
H 1.6199 -0.7118 -5.2730
H 1.9048 1.2753 -3.8624
H 3.1408 2.3017 -1.1065
H 2.7688 1.5289 0.4529
H 4.3127 1.2157 -0.3469
H -4.3048 -2.1303 -0.2567
H -5.0851 -0.5629 1.4490
H -3.5801 1.3829 1.7568
H -1.0311 2.4010 3.2155
H -0.1974 1.3561 4.3764
H 0.5371 1.6624 2.7977
*
```

***

(5)
# C36H30N2O18

5 unconnected molecules or ions with the total composition C36H30N2O18 in a non-equilibrium geometry (the ωB97M-V functional and the def2-TZVPD basis, the Open Molecules 2025 dataset).

Gap between HOMO and LUMO = 7.509 eV
Energy relative to the best compared isomer or geometry (same formula, charge and spin) = 0.0 kJ/mol
LUMO = -0.067 Eh
Max |F| = 0.02547 Eh/bohr

The geometry in ORCA input format:
```
! wB97M-V def2-TZVPD RIJCOSX def2/J DEFGRID3
* xyz 0 1
C 2.0569 -2.7187 2.0774
C 2.5155 -2.1366 0.7368
C 1.3390 -1.8276 -0.2009
C 0.7256 -0.4728 0.1307
N -0.6776 -0.3732 -0.3498
C -1.6218 -0.1867 0.7071
C -1.6955 1.0119 1.4215
C -2.5952 1.1979 2.4605
C -3.4706 0.1917 2.8123
C -3.4002 -0.9979 2.1004
C -2.4949 -1.1976 1.0760
C -2.6938 -2.5822 0.5657
O -2.0874 -3.1999 -0.2674
N -3.8142 -3.1239 1.2585
C -4.2288 -2.2240 2.2612
O -5.1199 -2.4146 3.0431
H 1.0513 -2.3737 2.3242
H 2.7062 -2.3971 2.8912
H 2.0518 -3.8066 2.0557
H 3.0362 -1.1937 0.9288
H 3.2326 -2.7930 0.2471
H 1.7027 -1.8257 -1.2285
H 0.5717 -2.5949 -0.0957
H 0.7642 -0.3339 1.2150
H 1.3172 0.3300 -0.3034
H -0.7428 0.4587 -0.9246
H -1.0044 1.7863 1.1123
H -2.6196 2.1423 2.9856
H -4.1827 0.3071 3.6159
H -3.6554 -4.0880 1.5377
O -2.4501 -9.1263 -3.2383
C -2.7261 -8.4997 -2.2317
C -3.5903 -8.9865 -1.1748
C -3.8304 -8.2002 -0.1169
O -4.6009 -8.5480 0.9024
C -3.2310 -6.8189 0.0098
O -3.5241 -6.1903 1.0154
C -2.3591 -6.3372 -1.0366
C -2.1137 -7.1253 -2.0930
O -1.3291 -6.7854 -3.1027
H -4.0145 -9.9753 -1.2755
H -4.5992 -7.7865 1.5149
H -1.9321 -5.3507 -0.9171
H -1.3418 -7.5415 -3.7215
O -3.5716 3.2100 -0.5381
C -4.5617 2.5615 -0.8364
C -4.6228 1.1194 -0.7942
C -5.7533 0.4970 -1.1544
O -5.9050 -0.8155 -1.1417
C -6.9746 1.2625 -1.6101
O -7.9457 0.6044 -1.9308
C -6.9190 2.7128 -1.6330
C -5.7864 3.3295 -1.2676
O -5.6295 4.6447 -1.2524
H -3.7362 0.5999 -0.4619
H -6.8162 -0.9932 -1.4468
H -7.8014 3.2519 -1.9470
H -4.7128 4.8044 -0.9543
O 4.8089 5.5546 3.9394
C 4.4710 4.6017 3.2656
C 5.3861 3.7540 2.5206
C 4.8851 2.7435 1.8048
O 5.6320 1.9077 1.0827
C 3.4095 2.4499 1.7327
O 3.0725 1.5108 1.0322
C 2.4977 3.2803 2.4887
C 2.9912 4.2945 3.2141
O 2.2477 5.1115 3.9394
H 6.4433 3.9736 2.5630
H 5.0030 1.2688 0.6849
H 1.4418 3.0535 2.4452
H 2.8629 5.7497 4.3518
O 5.8201 5.6383 -5.2155
C 6.0847 5.2522 -4.0916
C 5.6170 4.0090 -3.5168
C 5.9631 3.6919 -2.2602
O 5.5732 2.5757 -1.6694
C 6.8279 4.6021 -1.4151
O 7.0705 4.2451 -0.2779
C 7.3107 5.8384 -1.9990
C 6.9669 6.1486 -3.2562
O 7.3539 7.2505 -3.8788
H 4.9970 3.3677 -4.1271
H 5.9429 2.5370 -0.7635
H 7.9380 6.4758 -1.3923
H 6.9528 7.2131 -4.7695
*
```

***

(6)
# C36H30N3O3PtS3

A molecular structure, C36H30N3O3PtS3 in a non-equilibrium geometry (the ωB97M-V functional and the def2-TZVPD basis, the Open Molecules 2025 dataset).

Gap between HOMO and LUMO (alpha / beta) = 7.677 / 4.495 eV
LUMO (alpha / beta) = -0.108 / -0.226 Eh
Max |F| = 0.02615 Eh/bohr

The geometry in ORCA input format:
```
! wB97M-V def2-TZVPD RIJCOSX def2/J DEFGRID3
* xyz 1 5
Pt -0.3908 0.2354 -0.0601
C 2.1890 3.6791 -1.2403
C 1.6869 3.8076 0.1581
C 1.4553 5.0491 0.7103
C 0.8951 5.1828 1.9752
C 0.5195 4.0566 2.7172
C 0.7138 2.7915 2.2265
C 0.3897 1.5886 3.0624
C 1.3495 2.6420 0.9385
N 1.5623 1.3883 0.4975
C 2.7325 0.9514 -0.0597
O 3.8037 1.5158 0.0222
C 2.6023 -0.4075 -0.6893
C 3.6658 -1.0972 -1.2507
C 3.4275 -2.3670 -1.7610
C 2.1564 -2.9209 -1.6843
C 1.1509 -2.1653 -1.1027
N 1.3973 -0.9519 -0.6410
C -0.2253 -2.6966 -0.8216
O -0.5336 -3.8352 -1.0994
N -1.0579 -1.7940 -0.2031
C -2.1862 -2.2659 0.4386
C -2.0096 -3.0615 1.6074
C -0.6359 -3.3120 2.1554
C -3.1215 -3.6118 2.2021
C -4.3964 -3.3979 1.6795
C -4.5723 -2.6114 0.5488
C -3.4898 -2.0394 -0.0915
C -3.6748 -1.3318 -1.3907
H 2.0961 4.6255 -1.7687
H 1.6208 2.9159 -1.7723
H 3.2389 3.3826 -1.2403
H 1.7068 5.9322 0.1377
H 0.7380 6.1691 2.3917
H 0.0860 4.1866 3.7005
H -0.2319 1.8673 3.9112
H 1.3081 1.1376 3.4437
H -0.1234 0.8150 2.4871
H 4.6456 -0.6415 -1.2674
H 4.2375 -2.9342 -2.1990
H 1.9293 -3.9136 -2.0469
H -0.0058 -2.4261 2.0718
H -0.1579 -4.1164 1.5912
H -0.6819 -3.6136 3.1995
H -2.9961 -4.2297 3.0822
H -5.2534 -3.8599 2.1517
H -5.5598 -2.4609 0.1328
H -4.6769 -0.9187 -1.4716
H -3.5281 -2.0362 -2.2148
H -2.9441 -0.5433 -1.5122
O -0.3560 1.7454 -1.5720
C -1.5871 2.1882 -2.0373
C -1.9898 1.3520 -3.2574
C -3.0568 1.4374 -4.1016
C -3.0268 0.4431 -5.1150
C -1.9293 -0.3567 -5.0311
S -0.9119 0.0905 -3.7276
C -1.4338 3.6359 -2.4847
C -2.0223 4.7641 -1.9984
C -1.6070 5.9369 -2.6861
C -0.7085 5.6713 -3.6712
S -0.3634 3.9997 -3.7926
C -2.6125 2.0917 -0.9123
C -2.2959 1.9137 0.4180
C -3.4547 1.7770 1.2440
C -4.6047 1.8698 0.5383
S -4.3112 2.1143 -1.1393
H -3.8379 2.1790 -4.0124
H -3.7805 0.3439 -5.8829
H -1.6538 -1.1732 -5.6799
H -2.7285 4.7641 -1.1801
H -1.9610 6.9295 -2.4480
H -0.2380 6.3659 -4.3487
H -1.3188 2.1737 0.8239
H -3.4188 1.6436 2.3162
H -5.6193 1.8340 0.9022
*
```